# 1
# C38H38N3S

2 unconnected molecules or ions with the total composition C38H38N3S at a distorted geometry (ωB97M-V/def2-TZVPD, the OMol25 dataset).

Each line ends with the Löwdin charge.
Geometry (Å):
C (0.894, -3.184, 0.884)  -0.013
C (1.049, -1.866, 1.639)  -0.551
C (0.648, -2.045, 3.106)  -0.023
N (2.401, -1.419, 1.572)  0.151
C (2.459, -0.220, 1.150)  -0.529
S (3.962, 0.697, 0.966)  0.995
C (4.418, 0.614, 2.677)  -0.497
C (5.623, 1.305, 2.900)  -0.316
N (6.613, 1.879, 3.089)  0.169
C (1.088, 0.356, 0.852)  -0.507
C (0.756, 1.451, 1.868)  -0.030
C (1.008, 0.893, -0.571)  -0.024
N (0.162, -0.815, 1.005)  -0.008
C (-1.152, -0.609, 1.477)  -0.125
C (-2.287, -0.946, 0.822)  0.004
C (-3.615, -0.716, 1.357)  -0.217
C (-4.761, -1.071, 0.634)  -0.029
C (-6.017, -0.849, 1.154)  -0.080
C (-6.170, -0.274, 2.400)  -0.099
C (-5.055, 0.081, 3.127)  -0.100
C (-3.798, -0.133, 2.617)  -0.038
H (1.501, -3.954, 1.357)  0.082
H (-0.146, -3.506, 0.874)  0.080
H (1.231, -3.071, -0.144)  0.084
H (1.306, -2.754, 3.603)  0.084
H (0.721, -1.100, 3.638)  0.072
H (-0.377, -2.403, 3.183)  0.079
H (3.605, 1.043, 3.272)  0.094
H (4.507, -0.440, 2.958)  0.096
H (1.457, 2.281, 1.792)  0.085
H (-0.247, 1.841, 1.699)  0.087
H (0.808, 1.061, 2.884)  0.077
H (1.646, 1.768, -0.686)  0.078
H (1.328, 0.135, -1.284)  0.091
H (-0.013, 1.182, -0.815)  0.088
H (-1.243, -0.141, 2.442)  0.087
H (-2.190, -1.401, -0.147)  0.116
H (-4.655, -1.519, -0.340)  0.113
H (-6.890, -1.125, 0.587)  0.106
H (-7.153, -0.100, 2.806)  0.097
H (-5.158, 0.527, 4.101)  0.088
H (-2.948, 0.158, 3.206)  0.097
C (-7.405, -5.523, 5.784)  -0.043
C (-6.148, -5.204, 5.303)  -0.053
C (-5.460, -4.135, 5.822)  -0.012
C (-6.035, -3.333, 6.817)  -0.178
C (-5.315, -2.185, 7.385)  -0.032
C (-3.973, -2.359, 7.779)  0.002
C (-3.153, -1.369, 8.230)  0.062
C (-1.800, -1.557, 8.659)  -0.200
C (-1.095, -0.477, 9.207)  -0.005
C (0.190, -0.635, 9.672)  -0.049
C (0.813, -1.867, 9.594)  -0.034
C (0.140, -2.945, 9.048)  -0.047
C (-1.147, -2.797, 8.586)  -0.002
C (-6.013, -0.899, 7.521)  -0.177
C (-6.006, -0.174, 8.721)  -0.030
C (-6.681, 1.018, 8.821)  -0.053
C (-7.359, 1.529, 7.730)  -0.043
C (-7.380, 0.830, 6.538)  -0.050
C (-6.736, -0.379, 6.436)  -0.011
C (-7.318, -3.663, 7.279)  -0.002
C (-7.980, -4.756, 6.778)  -0.052
H (-7.928, -6.380, 5.395)  0.116
H (-5.701, -5.799, 4.526)  0.115
H (-4.485, -3.877, 5.445)  0.121
H (-3.591, -3.361, 7.724)  0.113
H (-3.546, -0.370, 8.290)  0.121
H (-1.579, 0.482, 9.277)  0.121
H (0.710, 0.203, 10.108)  0.117
H (1.819, -1.991, 9.962)  0.120
H (0.621, -3.909, 8.996)  0.117
H (-1.652, -3.650, 8.170)  0.110
H (-5.498, -0.588, 9.576)  0.123
H (-6.684, 1.552, 9.756)  0.116
H (-7.867, 2.475, 7.807)  0.117
H (-7.906, 1.228, 5.687)  0.116
H (-6.761, -0.936, 5.515)  0.115
H (-7.757, -3.065, 8.060)  0.125
H (-8.944, -5.022, 7.176)  0.116

Forces on atoms 1 to 3 (eV/Å):
0.255 0.056 0.071
-2.035 -0.701 0.341
0.276 -0.167 0.127

Computed properties:
Maximum force = 3.5 eV/A
Kohn-Sham gap = 0.1721 hartree
Energy relative to the best compared isomer or geometry (same formula, charge and spin) = 197.0 kJ/mol
Total charge = +1
HOMO = -0.3759 Eh
Molar mass = 568.8 Da


# 2
# C38H38NO6SSiV

A molecular structure, C38H38NO6SSiV at a distorted geometry (ωB97M-V/def2-TZVPD, the OMol25 dataset).

Each line ends with the Löwdin charge.
Geometry (Å):
V (-8.019, -7.793, 16.523)  0.924
O (-6.088, -7.365, 17.305)  -0.176
C (-5.699, -7.341, 18.754)  -0.122
C (-6.887, -7.253, 19.661)  -0.136
N (-8.068, -7.880, 18.997)  -0.167
C (-7.965, -9.414, 19.077)  -0.056
C (-6.995, -9.909, 18.061)  -0.594
O (-5.909, -10.441, 18.335)  0.061
O (-7.380, -9.614, 16.830)  -0.185
C (-9.282, -7.337, 19.557)  -0.090
C (-10.240, -7.144, 18.370)  -0.589
O (-11.425, -7.024, 18.500)  0.067
O (-9.744, -6.922, 17.144)  -0.211
H (-5.565, -6.699, 16.810)  0.101
H (-5.132, -6.391, 18.882)  0.142
H (-5.107, -8.188, 19.034)  0.108
H (-7.113, -6.183, 19.811)  0.130
H (-6.707, -7.741, 20.635)  0.142
H (-8.969, -9.839, 18.964)  0.137
H (-7.582, -9.803, 20.056)  0.144
H (-9.257, -6.411, 20.115)  0.134
H (-9.859, -8.102, 20.163)  0.151
O (-8.964, -8.398, 14.696)  -0.625
S (-9.098, -9.821, 14.063)  1.042
C (-9.823, -10.012, 12.306)  -0.212
C (-10.158, -8.627, 11.741)  -0.259
C (-9.205, -7.599, 11.642)  -0.033
C (-9.541, -6.467, 10.925)  -0.066
C (-10.808, -6.301, 10.380)  -0.092
C (-11.802, -7.223, 10.611)  -0.066
C (-11.483, -8.376, 11.371)  -0.029
C (-10.459, -10.627, 15.125)  -0.233
C (-11.842, -10.027, 15.160)  -0.253
C (-12.742, -10.423, 14.184)  -0.092
C (-14.020, -9.962, 14.219)  -0.090
C (-14.501, -9.357, 15.380)  -0.096
C (-13.667, -8.970, 16.387)  -0.068
C (-12.300, -9.238, 16.244)  -0.005
H (-10.741, -10.606, 12.355)  0.061
H (-9.024, -10.596, 11.806)  0.096
H (-8.275, -7.631, 12.178)  0.096
H (-8.820, -5.642, 10.787)  0.102
H (-11.015, -5.421, 9.793)  0.102
H (-12.832, -7.010, 10.311)  0.107
H (-12.265, -9.006, 11.703)  0.083
H (-9.996, -10.428, 16.100)  0.070
H (-10.419, -11.707, 14.983)  0.104
H (-12.422, -11.119, 13.383)  0.118
H (-14.699, -10.051, 13.369)  0.111
H (-15.549, -9.092, 15.416)  0.104
H (-14.062, -8.368, 17.236)  0.127
H (-11.566, -8.612, 16.849)  0.107
C (-5.336, -5.347, 11.324)  -0.105
C (-5.196, -6.385, 12.244)  -0.094
C (-5.932, -6.348, 13.432)  -0.117
C (-6.904, -5.348, 13.618)  -0.318
C (-7.226, -4.519, 12.598)  -0.120
C (-6.309, -4.371, 11.524)  -0.079
Si (-7.836, -5.365, 15.258)  0.783
C (-6.996, -4.055, 16.409)  -0.303
C (-5.716, -3.578, 16.082)  -0.112
C (-5.295, -2.348, 16.591)  -0.093
C (-6.096, -1.634, 17.494)  -0.117
C (-7.245, -2.209, 17.979)  -0.096
C (-7.755, -3.413, 17.402)  -0.094
C (-9.482, -4.483, 14.949)  -0.290
C (-9.310, -3.160, 14.634)  -0.155
C (-10.283, -2.477, 13.950)  -0.090
C (-11.571, -3.036, 13.783)  -0.078
C (-11.787, -4.302, 14.342)  -0.095
C (-10.749, -5.045, 14.856)  -0.081
H (-4.648, -5.269, 10.459)  0.109
H (-4.485, -7.167, 12.020)  0.096
H (-5.721, -7.035, 14.265)  0.090
H (-8.216, -4.032, 12.523)  0.108
H (-6.383, -3.524, 10.793)  0.115
H (-5.045, -4.103, 15.432)  0.090
H (-4.401, -1.840, 16.178)  0.107
H (-5.856, -0.602, 17.832)  0.111
H (-7.792, -1.665, 18.726)  0.091
H (-8.726, -3.763, 17.769)  0.110
H (-8.381, -2.631, 14.864)  0.111
H (-10.120, -1.468, 13.560)  0.102
H (-12.325, -2.537, 13.188)  0.092
H (-12.813, -4.651, 14.482)  0.103
H (-10.880, -6.050, 15.275)  0.094

Forces on atoms 1 to 3 (eV/Å):
-1.313 1.615 0.428
0.869 0.579 0.930
0.765 1.615 -0.907

Computed properties:
⟨S²⟩ = 2.07
Maximum force = 3.6 eV/A
Kohn-Sham gap (alpha / beta) = 0.2733 / 0.2674 hartree
2S+1 = 3
Total charge = 0
HOMO (alpha / beta) = -0.2631 / -0.2566 Eh
Molar mass = 715.8 Da